Entry 1:
{"formula": "C26H28BF3FeO5", "method": "wB97M-V/def2-TZVPD", "total_charge": 2, "multiplicity": 5, "gap_ev": [5.6, 2.8], "e_homo_ha": [-0.508, -0.507], "lumo_energy_ev": [-8.25, -10.96], "symbols": ["C", "C", "C", "C", "C", "C", "O", "B", "C", "C", "C", "C", "C", "F", "F", "F", "C", "C", "C", "C", "C", "O", "H", "H", "H", "H", "H", "H", "H", "H", "H", "H", "H", "H", "H", "H", "H", "H", "H", "H", "H", "H", "H", "O", "C", "Fe", "C", "O", "C", "O", "C", "C", "C", "C", "C", "C", "C", "H", "H", "H", "H", "H", "H", "H"], "coordinates": [[1.515, 4.080, -1.379], [0.042, 3.685, -1.306], [-0.846, 4.936, -1.487], [-0.389, 2.408, -2.134], [-1.739, 2.581, -2.883], [0.684, 1.790, -3.042], [-0.767, 1.417, -1.133], [-1.095, 2.232, -0.029], [-1.882, 1.801, 1.201], [-1.583, 0.683, 1.996], [-2.428, 0.326, 3.082], [-3.584, 1.107, 3.322], [-4.686, 0.736, 4.308], [-5.182, 1.822, 4.994], [-5.749, 0.226, 3.602], [-4.340, -0.187, 5.239], [-3.848, 2.252, 2.552], [-2.954, 2.658, 1.565], [2.460, -0.570, 0.833], [2.518, 1.122, 1.407], [2.545, -0.023, 2.265], [-0.241, 3.330, 0.097], [1.812, 4.377, -2.391], [1.702, 4.956, -0.735], [2.197, 3.267, -1.101], [-0.855, 5.360, -2.500], [-1.893, 4.700, -1.208], [-0.439, 5.724, -0.822], [-1.708, 3.282, -3.734], [-2.003, 1.614, -3.349], [-2.534, 2.846, -2.142], [0.901, 2.426, -3.916], [1.638, 1.581, -2.518], [0.341, 0.847, -3.505], [-0.664, 0.102, 1.822], [-2.136, -0.499, 3.751], [-4.726, 2.871, 2.814], [-3.080, 3.672, 1.130], [3.460, -0.750, 0.413], [3.338, 1.854, 1.406], [1.610, 1.649, 1.186], [1.620, -0.102, 2.779], [3.361, -0.022, 3.007], [1.279, -7.931, -2.854], [1.696, -7.035, -2.227], [2.036, -5.877, -0.927], [2.001, -7.144, 0.261], [1.784, -7.999, 1.015], [3.804, -6.031, -0.956], [4.957, -6.181, -0.985], [1.129, -1.092, 0.277], [1.371, -1.602, -1.199], [1.683, -2.797, -1.783], [1.139, -4.158, -1.684], [0.380, -4.431, -0.501], [0.478, -3.692, 0.750], [0.550, -2.360, 1.013], [0.282, -0.333, 0.169], [1.592, -0.666, -1.750], [2.499, -2.715, -2.519], [0.823, -4.637, -2.623], [-0.513, -5.061, -0.596], [0.367, -4.371, 1.635], [0.272, -2.056, 2.028]], "forces_ev_per_a": [[0.224, 0.077, -0.280], [0.254, 0.988, 0.577], [0.020, 0.124, -0.256], [-0.590, -0.406, -0.835], [0.157, -0.078, -0.435], [0.187, -0.033, -0.344], [-0.409, 0.950, 0.941], [3.251, -0.601, 0.753], [-1.070, 0.237, 0.852], [-1.002, -0.049, 0.633], [0.062, 0.688, -0.148], [0.218, -0.241, -0.394], [-0.988, 0.001, 0.555], [0.771, -1.085, -0.835], [0.902, 0.313, 0.618], [0.040, 0.615, -0.842], [0.116, 0.256, 0.541], [0.000, -0.346, 0.248], [1.700, 3.194, 1.310], [-0.324, -0.294, -1.699], [-0.633, 0.034, 1.339], [-1.416, -0.880, -1.467], [-0.228, -0.013, 0.052], [-0.122, -0.500, -0.124], [-0.243, 0.108, 0.170], [0.110, -0.289, 0.132], [0.631, 0.304, -0.083], [-0.428, -0.487, -0.235], [0.011, 0.080, 0.614], [0.071, 0.313, 0.473], [0.540, -0.084, -0.834], [0.027, 0.023, 0.505], [-0.477, 0.278, -0.142], [-0.182, 0.284, 0.439], [-0.616, 0.286, 0.091], [-0.420, 0.434, -0.389], [0.636, -0.424, -0.247], [0.069, -0.985, -0.056], [-0.943, -0.680, -0.243], [0.298, -1.046, -0.745], [-0.660, -0.151, 0.063], [-0.809, -0.487, 0.697], [-0.014, -0.996, -0.924], [2.114, 4.170, 2.597], [-3.312, -7.111, -5.605], [-1.279, 4.456, 0.389], [-1.764, -5.962, 5.782], [1.176, 3.029, -2.721], [8.326, -0.072, -0.149], [-4.666, 0.438, 0.129], [-1.842, -3.153, -2.354], [0.873, 3.241, 2.159], [1.301, -1.976, -1.503], [-1.769, 2.590, 1.173], [0.067, 1.215, -0.752], [-0.275, -1.471, 0.488], [1.499, 1.966, 1.033], [1.185, -0.502, 0.159], [-0.111, -0.788, -0.458], [-0.677, 0.264, -0.229], [0.375, 0.419, 0.173], [0.583, -0.584, 0.391], [-0.765, 0.916, -0.733], [0.240, -0.516, -0.014]]}



Entry 2:
{"formula": "C7H14NOS", "method": "wB97M-V/def2-TZVPD", "total_charge": 1, "multiplicity": 1, "gap_ev": 7.3, "e_homo_ha": -0.469, "lumo_energy_ev": -5.42, "symbols": ["C", "C", "C", "C", "C", "C", "C", "N", "O", "S", "H", "H", "H", "H", "H", "H", "H", "H", "H", "H", "H", "H", "H", "H"], "coordinates": [[2.415, -0.706, -1.494], [1.937, 0.489, -1.043], [-0.980, -1.006, 0.019], [-1.543, -2.109, 0.835], [-1.497, -0.330, 2.266], [-1.049, 0.150, 0.939], [1.277, 2.504, -1.744], [-1.163, -1.738, 2.176], [0.884, 1.147, -1.663], [-0.909, 1.751, 0.535], [3.356, -1.014, -1.093], [1.810, -1.342, -2.167], [0.003, -1.024, -0.267], [-1.484, -0.723, -0.870], [-2.646, -2.144, 0.739], [-1.160, -3.056, 0.705], [-0.946, 0.239, 3.084], [-2.593, -0.009, 2.495], [2.049, 2.669, -2.499], [1.674, 2.828, -0.706], [0.397, 3.044, -2.106], [-1.475, -2.224, 3.015], [2.416, 1.172, -0.379], [-0.771, 1.433, -0.778]], "forces_ev_per_a": [[-1.756, 1.785, 0.896], [0.658, -2.091, -2.258], [-1.621, 1.513, 0.825], [-1.765, -0.101, 1.312], [0.502, 1.444, 1.870], [-1.487, 0.756, 0.248], [-0.137, 1.085, 0.593], [0.007, 1.585, 1.393], [0.414, -0.668, 0.141], [-0.350, -0.685, 0.170], [0.193, -0.568, 0.256], [0.753, 0.597, 0.176], [2.967, -0.829, -0.621], [-0.801, -0.079, -1.026], [0.293, -0.023, -0.302], [0.822, -2.083, -1.058], [-0.401, -0.812, -0.756], [1.237, -0.647, -0.866], [0.161, -0.240, 0.209], [-0.820, 0.067, -1.694], [0.158, 0.242, 0.474], [-0.102, -0.458, -0.797], [0.784, -0.227, 0.706], [0.291, 0.437, 0.108]]}



Entry 3:
{"formula": "C3H9N5", "method": "wB97M-V/def2-TZVPD", "multiplicity": 1, "gap_ev": 8.5, "e_homo_ha": -0.291, "lumo_energy_ev": 0.62, "symbols": ["C", "C", "C", "H", "H", "H", "H", "H", "H", "H", "H", "H", "N", "N", "N", "N", "N"], "coordinates": [[2.169, -1.361, 0.211], [0.877, -0.445, 0.020], [-0.340, 1.231, 1.251], [2.122, -2.046, 1.390], [3.375, -0.381, 0.235], [2.313, -2.290, -0.681], [1.293, -1.325, -2.387], [-0.171, -0.486, -2.954], [-0.167, 2.410, 1.636], [-2.254, 1.565, 1.776], [-2.455, -0.774, 0.742], [-1.979, 0.187, -0.782], [0.201, -0.204, -1.013], [0.384, -0.943, -2.218], [0.777, 0.609, 0.956], [-1.645, 1.268, 0.922], [-2.333, 0.212, 0.229]], "forces_ev_per_a": [[1.522, -1.175, 0.836], [2.255, 0.282, 0.776], [4.168, 3.551, 0.112], [0.256, 2.555, -3.849], [-3.756, -3.263, -0.066], [-0.359, 3.145, 2.689], [0.305, 0.185, -0.392], [1.206, -0.539, 0.507], [-0.061, -3.329, -0.031], [1.524, -0.259, -2.355], [1.103, 2.998, -1.603], [-0.445, -0.412, 2.505], [-0.096, -1.454, -3.012], [-1.679, 0.813, 1.346], [-2.281, 0.360, 1.422], [-3.229, -1.949, 1.369], [-0.434, -1.508, -0.254]]}



Entry 4:
{"formula": "C3H11N3O", "method": "wB97M-V/def2-TZVPD", "multiplicity": 1, "gap_ev": 9.3, "e_homo_ha": -0.307, "lumo_energy_ev": 0.92, "symbols": ["C", "N", "N", "C", "N", "C", "O", "H", "H", "H", "H", "H", "H", "H", "H", "H", "H", "H"], "coordinates": [[-2.372, -0.568, -0.108], [-1.192, -0.279, -0.911], [-0.404, 0.815, -0.484], [0.208, 0.749, 0.858], [1.429, 0.001, 0.792], [2.102, 0.410, -0.674], [1.066, -1.404, 0.705], [-2.990, -1.263, -0.679], [-2.160, -1.027, 0.873], [-2.933, 0.356, 0.046], [-0.579, -1.093, -0.938], [-0.951, 1.665, -0.614], [-0.464, 0.309, 1.610], [0.482, 1.771, 1.138], [2.902, -0.324, -0.709], [1.624, 0.334, -1.654], [2.484, 1.404, -0.470], [1.746, -1.856, 1.221]], "forces_ev_per_a": [[0.125, -0.220, 0.233], [0.163, -0.222, -0.093], [-0.747, 0.754, 0.701], [-1.101, 0.016, -0.781], [1.245, 0.030, -3.121], [0.626, -1.489, 2.561], [-0.035, 0.339, -0.073], [-0.070, 0.040, 0.096], [-0.063, 0.160, -0.141], [-0.014, -0.091, -0.037], [-0.169, 0.281, -0.074], [0.149, -0.276, 0.060], [0.313, 0.110, -0.018], [-0.102, -0.091, 0.028], [0.466, 0.257, 0.140], [-0.813, 0.072, 0.770], [0.090, 0.089, -0.234], [-0.064, 0.242, -0.018]]}



Entry 5:
{"formula": "C5H7N3", "method": "wB97M-V/def2-TZVPD", "multiplicity": 1, "gap_ev": 9.7, "e_homo_ha": -0.328, "lumo_energy_ev": 0.74, "symbols": ["C", "N", "C", "C", "N", "N", "C", "C", "H", "H", "H", "H", "H", "H", "H"], "coordinates": [[1.872, 0.329, -0.975], [1.210, 0.223, 0.342], [-0.223, 0.656, 0.263], [-1.238, 0.875, 1.232], [-2.301, 0.146, 1.028], [-2.151, -0.771, -0.102], [-0.972, -1.225, -0.215], [0.138, -0.739, 0.571], [1.893, 1.379, -1.385], [1.436, -0.279, -1.803], [2.968, -0.003, -0.831], [-0.604, 0.816, -0.708], [-1.272, 1.621, 2.026], [-0.859, -1.916, -1.042], [0.103, -1.111, 1.598]], "forces_ev_per_a": [[1.695, -0.161, -0.654], [-1.616, 0.814, -0.852], [3.373, 1.737, 1.751], [-2.590, 0.989, 0.922], [0.980, 0.293, -0.338], [-0.901, 0.474, 1.842], [-0.157, -2.663, -2.865], [0.827, -1.229, 0.207], [-0.077, -0.885, 0.889], [0.064, 0.165, 0.774], [-1.765, 0.481, -0.306], [0.099, 0.116, -1.249], [-0.017, -0.197, -0.021], [0.015, -0.437, -0.046], [0.069, 0.503, -0.052]]}



Entry 6:
{"formula": "C4H7I", "method": "wB97M-V/def2-TZVPD", "multiplicity": 1, "gap_ev": 9.6, "e_homo_ha": -0.339, "lumo_energy_ev": 0.39, "symbols": ["C", "C", "I", "C", "C", "H", "H", "H", "H", "H", "H", "H"], "coordinates": [[-0.058, -1.462, -0.042], [0.419, -0.085, 0.063], [2.613, -0.043, 0.002], [-0.184, 1.051, -0.757], [-0.396, 0.959, 0.785], [0.682, -2.253, -0.034], [-0.637, -1.593, -1.025], [-0.632, -1.582, 0.796], [-1.041, 0.906, -1.450], [0.563, 1.875, -1.279], [0.113, 1.578, 1.554], [-1.444, 0.650, 1.388]], "forces_ev_per_a": [[-0.238, -1.077, -3.256], [0.919, 1.905, -1.067], [-0.673, 0.270, 0.399], [1.074, 1.884, -0.493], [-1.106, -0.235, 1.917], [0.330, 0.190, -0.028], [0.500, 0.040, 1.563], [-2.025, -0.955, 1.867], [0.552, -0.364, 0.834], [-1.930, -2.117, 1.918], [-0.037, 0.013, -1.215], [2.634, 0.445, -2.439]]}



Result set for electronic energy: -80846.72402, -21848.77073, -10700.38036, -9803.41217, -9762.73009, -12359.86993 eV, one per record in the order listed.